215
Properties=species:S:1:pos:R:3:forces:R:3:mulliken_charge:R:1 method="wB97M-V/def2-TZVPD" energy_ev=-84634.3110 charge=-2 spin_multiplicity=1 mol_weight_g_mol=1032.4 gap_ev=3.64
Li -5.9050 -1.1383 1.8884 -0.23 -0.14 -0.88 0.82
B -9.4394 -2.1672 0.7936 -0.10 0.29 -0.20 0.17
H -10.3910 -2.5138 1.1657 -3.59 -1.74 1.93 -0.22
H -9.4687 -1.0964 0.9238 0.20 4.44 0.64 -0.22
H -8.5852 -2.6191 1.2734 3.92 -2.14 2.30 -0.40
H -9.4442 -2.3510 -0.2696 0.35 -0.84 -4.15 -0.19
B -10.9882 2.1354 -2.8358 0.06 -0.01 0.01 -0.26
H -10.7254 2.9772 -3.4575 1.27 3.69 -2.62 -0.18
H -11.0187 2.4511 -1.8045 -0.52 1.30 4.24 -0.21
H -11.9062 1.7448 -3.2468 -3.98 -1.66 -1.31 -0.18
H -10.2179 1.3834 -2.9100 3.13 -3.05 -0.42 -0.16
C 0.0721 -1.5154 0.3529 -0.51 -0.33 -0.17 -1.83
C -1.1003 -1.0869 1.2527 -1.11 0.86 0.52 1.54
C -0.5505 -0.2210 2.4011 -0.61 0.75 0.92 -1.47
C -0.0644 1.1450 1.9545 0.86 -2.56 0.25 -0.75
C -1.1773 1.8825 1.3285 -0.37 0.34 -1.25 -0.92
C -1.9884 1.1356 0.1672 -1.30 -1.77 1.70 1.44
N -2.2109 -0.3278 0.5218 -0.08 -0.04 1.70 0.37
O -3.1132 -1.1107 -0.3392 1.49 1.11 1.11 -0.84
C -1.3017 1.2533 -1.1388 0.75 0.60 -0.61 -1.64
C -3.3909 1.7987 0.0488 0.46 0.08 -0.56 -1.68
C -1.8140 -2.2296 2.0515 -0.29 -0.70 -0.99 -1.64
H -0.3740 -2.0265 -0.5003 0.21 -0.35 -0.02 0.36
H 0.8093 -2.1158 0.8860 -0.13 -0.47 0.03 0.39
H 0.6526 -0.6901 -0.0593 -0.27 0.24 0.14 0.33
H 0.1353 -0.7742 3.0427 0.63 -0.22 -0.44 0.52
H -1.3521 -0.0286 3.1142 -0.56 -0.02 -0.06 0.41
H 0.7041 0.8808 1.2281 0.28 0.62 -0.33 0.33
H 0.4328 1.7278 2.7299 -0.11 -0.01 0.23 0.40
H -0.5605 2.7095 0.9766 -1.01 0.85 -0.87 0.27
H -1.8597 2.2666 2.0867 -0.17 -0.11 0.01 0.36
H -0.3567 0.7119 -1.0950 0.07 0.18 -0.25 0.28
H -1.1189 2.3214 -1.2568 0.28 0.15 -0.62 0.41
H -1.9010 0.8726 -1.9658 -0.02 -0.09 0.15 0.33
H -4.0248 1.7197 0.9319 0.32 0.02 0.26 0.32
H -3.9807 1.4174 -0.7848 0.26 -0.50 0.04 0.35
H -3.2333 2.8435 -0.2188 -0.04 0.37 0.33 0.40
H -2.5987 -1.7988 2.6734 -0.23 0.28 -0.35 0.29
H -1.2825 -2.8580 2.7661 1.10 0.37 -0.03 0.36
H -2.2498 -2.9744 1.3857 -0.34 0.30 -0.27 0.36
C 6.5791 -13.0298 -1.0921 0.49 0.45 0.25 -1.05
C 5.2809 -12.2517 -0.9279 0.48 1.30 -1.12 -0.65
N 4.9757 -11.2999 -2.0707 0.22 -1.09 -0.42 0.13
C 6.0315 -10.2872 -2.3773 -0.79 -2.12 -0.32 -0.45
C 6.0952 -9.3422 -1.2725 -0.61 1.98 0.69 -1.29
C 4.6744 -12.0510 -3.2711 -1.10 -0.30 -0.46 -0.51
C 3.3969 -12.8952 -3.1914 -0.61 0.25 -0.63 -1.38
H 7.4297 -12.4381 -1.4304 -0.05 0.39 0.23 0.27
H 6.5345 -13.8168 -1.8450 -0.35 -0.32 0.37 0.30
H 6.8225 -13.3769 -0.0879 0.24 -0.60 -0.22 0.38
H 4.5238 -13.0183 -0.7628 -0.57 0.48 -0.43 0.35
H 5.2664 -11.6146 -0.0435 0.31 -0.21 0.17 0.37
H 6.9940 -10.7462 -2.6035 0.34 -0.23 0.13 0.31
H 5.7746 -9.7997 -3.3178 -0.44 0.06 0.11 0.42
H 5.0752 -9.0539 -1.0183 -0.22 -0.28 0.24 0.29
H 6.5638 -9.7038 -0.3573 0.35 0.24 -0.22 0.29
H 6.4537 -8.3926 -1.6699 0.88 0.04 0.56 0.40
H 5.4728 -12.6721 -3.6772 0.56 -0.35 0.32 0.33
H 4.4829 -11.3881 -4.1149 0.10 0.63 0.28 0.43
H 3.4802 -13.9348 -2.8748 0.20 0.12 0.13 0.31
H 2.9715 -12.8767 -4.1948 0.17 -0.57 -0.30 0.43
H 2.5711 -12.4151 -2.6664 0.37 0.14 0.66 0.32
C 5.5753 4.6574 7.4520 -0.43 1.29 -0.44 -1.41
C 5.8880 4.4251 5.9662 0.14 -0.17 -0.06 -0.24
N 7.2771 4.7887 5.5659 -2.03 -1.30 0.02 -0.06
C 7.6601 4.1665 4.2373 0.31 2.01 1.78 -0.35
C 7.8145 2.6892 4.2538 -0.27 -1.16 0.35 -1.21
C 7.4032 6.2564 5.6294 2.05 -0.25 -0.88 -0.64
C 6.7915 7.0989 4.4920 -1.22 -1.03 0.16 -1.02
H 5.0731 5.6050 7.6465 0.04 0.40 -0.32 0.30
H 6.4999 4.7533 8.0214 -0.10 -0.82 0.24 0.35
H 4.8093 3.9580 7.7870 0.63 -0.44 0.34 0.39
H 5.6313 3.3750 5.8267 0.72 -0.13 -0.45 0.31
H 5.2121 4.9507 5.2916 -0.50 0.20 0.14 0.33
H 6.9788 4.4764 3.4450 0.01 0.10 -0.21 0.27
H 8.6346 4.6486 4.1590 0.16 -0.08 -1.01 0.33
H 7.9703 2.2787 3.2561 0.15 0.22 -0.10 0.37
H 8.6244 2.3387 4.8935 0.07 0.19 0.03 0.32
H 6.9113 2.1954 4.6122 -0.10 0.02 0.04 0.29
H 8.4869 6.3453 5.5537 0.28 0.58 0.18 0.36
H 7.1426 6.5819 6.6365 -0.25 0.07 -0.17 0.39
H 5.7121 7.0218 4.6225 -0.25 0.37 -0.19 0.28
H 6.9731 6.6241 3.5278 0.27 0.06 0.00 0.24
H 7.0411 8.1548 4.3873 0.32 -0.14 0.53 0.39
C -9.3358 -4.2027 7.3102 -0.10 -0.07 1.00 -1.28
C -8.5630 -4.1550 8.6651 -0.34 -0.33 -2.47 -0.44
N -7.1262 -3.9783 8.3999 -0.25 0.63 1.23 0.04
C -6.5291 -5.0776 7.6009 -0.01 0.97 -0.42 -0.64
C -6.7709 -6.4842 8.0235 -0.45 -1.35 0.94 -1.08
C -6.4904 -3.7861 9.7193 0.33 -1.07 -0.19 -0.47
C -5.0506 -3.3172 9.7038 0.53 -0.27 -0.46 -1.25
H -10.4033 -4.2916 7.5116 -0.11 0.21 0.06 0.42
H -9.1032 -5.1074 6.7484 0.28 0.23 -0.19 0.28
H -9.1605 -3.2896 6.7414 0.06 -0.23 -0.16 0.31
H -8.9766 -3.3311 9.2467 0.38 -0.01 0.15 0.43
H -8.7757 -5.1080 9.1495 0.03 -0.13 0.59 0.33
H -6.8680 -4.9560 6.5721 -0.04 0.14 -0.01 0.38
H -5.4470 -4.9543 7.5566 -0.03 0.40 0.11 0.33
H -7.7852 -6.8674 7.9115 -0.22 0.31 -0.25 0.26
H -6.1420 -7.1899 7.4808 0.15 0.16 -0.11 0.40
H -6.5600 -6.6301 9.0829 0.24 0.00 0.14 0.28
H -6.5671 -4.7355 10.2492 0.51 -0.64 0.22 0.30
H -7.0672 -3.1988 10.4338 -0.33 0.76 -0.73 0.44
H -4.3887 -3.8948 9.0587 -0.26 -0.52 -0.06 0.30
H -4.6240 -3.4505 10.6980 0.00 0.49 0.09 0.37
H -4.8966 -2.3219 9.2869 -0.36 0.32 0.51 0.28
C 9.2457 0.4815 -7.1142 0.37 -1.76 0.23 -1.30
C 7.8498 0.1185 -6.5143 -0.56 2.06 -1.45 -0.43
N 7.2377 1.3579 -5.9694 -0.75 -0.03 1.46 -0.13
C 5.7587 1.2044 -5.6765 0.14 0.79 -1.78 -0.42
C 4.9847 1.2713 -7.0312 0.16 -0.53 1.08 -1.02
C 7.9334 1.6180 -4.7015 0.34 0.62 0.68 -0.69
C 7.6757 3.0103 -3.9765 0.11 -1.73 -2.03 -1.17
H 9.4273 -0.1829 -7.9590 -0.12 -0.15 -0.19 0.44
H 10.0733 0.2160 -6.4565 0.00 0.34 0.31 0.32
H 9.4214 1.4757 -7.5251 -0.69 0.18 0.50 0.33
H 7.2587 -0.1878 -7.3773 -0.20 0.01 0.07 0.32
H 7.7413 -0.7024 -5.8054 0.79 -0.20 0.29 0.42
H 5.4929 0.3452 -5.0608 0.32 -0.61 -0.20 0.38
H 5.3108 2.0322 -5.1266 0.84 0.29 0.30 0.23
H 5.5612 0.7304 -7.7817 -0.44 0.12 -0.21 0.27
H 3.9991 0.8318 -6.8784 0.01 -0.27 -0.26 0.34
H 4.7920 2.3010 -7.3324 0.42 -0.02 -0.07 0.27
H 9.0148 1.5078 -4.7822 0.24 0.61 -0.89 0.40
H 7.8261 0.7335 -4.0736 -0.99 -0.04 0.90 0.46
H 8.3007 2.9780 -3.0841 -0.57 0.45 0.19 0.37
H 6.6089 3.2218 -3.9037 0.12 -0.23 0.90 0.30
H 8.0062 3.7729 -4.6817 0.45 0.10 0.17 0.30
C -2.3237 12.6911 -2.0888 -0.98 3.16 0.06 -1.27
C -2.3784 11.2843 -1.7726 0.95 -1.14 0.72 -0.46
N -1.1774 10.8972 -1.0214 0.41 -1.33 -1.22 0.14
C -1.1163 11.3838 0.3683 0.23 0.80 -0.27 -0.41
C 0.2588 11.2982 1.1034 -0.52 -1.68 -0.45 -1.30
C -0.9330 9.4534 -1.2611 0.40 0.71 0.84 -0.59
C 0.5257 9.1760 -1.5125 1.04 -0.56 -0.15 -1.22
H -1.4500 13.0733 -2.6165 0.27 -0.79 -0.22 0.29
H -2.3465 13.3345 -1.2092 -0.41 0.11 0.11 0.32
H -3.1814 12.9143 -2.7235 -0.17 0.45 0.09 0.41
H -3.2408 10.9173 -1.2162 -0.68 0.53 0.09 0.34
H -2.4857 10.8504 -2.7667 0.71 -0.99 0.24 0.34
H -1.2308 12.4676 0.3502 -0.29 0.15 -0.50 0.20
H -2.0087 11.0760 0.9132 0.10 -0.65 0.62 0.45
H 1.0194 11.5713 0.3720 0.08 0.58 0.37 0.32
H 0.2919 11.8045 2.0681 -0.18 0.79 -0.45 0.39
H 0.5573 10.3016 1.4287 -0.28 -0.49 -0.36 0.30
H -1.4679 9.0583 -2.1247 -0.20 0.61 -0.14 0.42
H -1.3196 8.8137 -0.4677 0.07 0.08 0.61 0.38
H 1.2991 9.7859 -1.0457 -0.58 0.25 0.71 0.28
H 0.7967 9.3237 -2.5579 -0.29 -0.40 -0.25 0.34
H 0.7142 8.1522 -1.1894 0.33 -0.19 -0.42 0.33
C -4.0890 6.2051 -7.9666 -2.28 -1.19 -1.57 -0.89
C -4.7458 5.4611 -9.2604 0.10 0.32 1.67 -0.89
N -3.7353 5.1133 -10.1793 1.17 -0.69 -1.52 -0.04
C -2.8977 4.0010 -9.6634 1.38 -0.32 -2.32 -0.50
C -2.2829 3.0946 -10.8302 -0.41 0.93 1.41 -1.26
C -2.8787 6.2843 -10.5341 1.08 -1.03 0.06 -0.30
C -3.4898 7.4917 -11.1583 -2.34 0.23 -0.24 -1.38
H -4.9086 6.1726 -7.2487 0.28 0.73 0.32 0.40
H -3.7731 7.1899 -8.3107 -0.16 0.05 0.70 0.23
H -3.2695 5.6141 -7.5577 0.02 0.11 -0.22 0.28
H -5.2832 4.5511 -8.9934 0.32 -0.17 0.51 0.50
H -5.5446 5.9581 -9.8109 0.12 1.03 0.44 0.42
H -2.0515 4.4639 -9.1557 0.27 -0.25 0.42 0.31
H -3.3408 3.2485 -9.0112 -0.76 0.77 0.22 0.44
H -1.5930 2.4057 -10.3429 0.18 -0.03 -0.08 0.38
H -3.0529 2.4826 -11.2999 -0.03 0.32 -0.20 0.31
H -1.7259 3.7112 -11.5356 -0.16 -0.17 -0.18 0.29
H -2.1001 5.9880 -11.2370 0.14 -0.61 0.22 0.28
H -2.3700 6.6190 -9.6301 0.35 -0.04 0.15 0.41
H -4.4506 7.6632 -10.6730 0.00 0.54 0.41 0.31
H -3.8455 7.3528 -12.1792 0.52 -0.24 -0.30 0.37
H -2.9039 8.4094 -11.1053 0.20 -0.28 0.12 0.33
C -0.2314 -3.4879 -6.3582 1.37 -0.62 0.34 -0.52
O -1.5358 -3.0981 -6.1150 -0.58 0.38 -0.02 -0.48
H 0.5124 -2.9934 -5.7335 0.00 0.64 0.10 0.24
H -0.0780 -4.5292 -6.0746 -0.05 -0.48 -0.46 0.22
H 0.0723 -3.3210 -7.3916 -0.39 -0.07 -0.04 0.23
H -1.6801 -3.2430 -5.1771 -0.37 0.17 0.09 0.31
C -0.3450 -8.2002 -2.1111 -1.39 0.77 -1.82 -0.46
O 0.5493 -8.4889 -1.1500 1.93 -1.17 2.94 -0.47
H -1.1341 -7.5339 -1.7625 0.40 0.49 0.09 0.22
H 0.3186 -7.7594 -2.8550 -1.32 0.38 -1.18 0.21
H -0.9180 -9.0666 -2.4415 0.23 -0.35 -0.55 0.19
H 1.3254 -8.8003 -1.6215 0.17 -0.14 0.54 0.30
C -8.2625 7.7329 -1.0754 -0.36 -0.76 0.59 -0.50
O -9.5958 7.1979 -1.1146 0.69 0.69 -0.12 -0.52
H -8.2205 8.7424 -1.4845 -0.20 -0.19 -0.29 0.20
H -7.9159 7.7937 -0.0438 -0.04 0.13 0.28 0.23
H -7.5592 7.0526 -1.5556 0.03 0.24 -0.43 0.25
H -9.5186 6.2452 -1.2047 -0.18 -0.18 -0.06 0.34
C -1.0321 -9.3846 4.8389 0.19 0.03 -1.03 -0.46
O -1.9107 -9.4959 3.7010 -0.12 0.43 0.76 -0.51
H -1.4109 -10.1548 5.5108 0.74 -0.03 0.10 0.20
H 0.0097 -9.4148 4.5197 0.18 -1.25 0.01 0.22
H -0.9335 -8.4445 5.3818 -1.32 0.58 -0.12 0.24
H -1.5056 -9.2671 2.8613 0.34 0.23 0.26 0.30
C -5.8881 2.0526 5.9882 0.49 4.76 1.48 -0.62
O -6.0150 0.8821 5.4237 -0.46 -4.57 -1.90 -0.42
H -5.9872 2.9000 5.3098 -0.44 -0.15 -0.44 0.22
H -6.6830 2.1252 6.7305 0.29 0.89 0.60 0.27
H -4.8769 2.2130 6.3622 0.16 0.05 0.85 0.23
H -6.2020 0.3456 6.1975 -0.03 -1.05 -0.67 0.32
C 6.0016 -5.3273 5.5567 -1.06 0.10 -2.12 -0.52
C 4.6105 -5.9151 5.7260 -0.44 -0.74 -1.56 -0.44
C 4.1767 -5.4617 7.0499 0.01 -0.63 0.94 -0.46
O 5.4087 -5.4506 7.7652 -0.32 0.50 1.34 -0.40
C 6.4186 -4.9306 6.9124 0.02 -0.58 0.54 -0.40
H 5.8053 -4.4541 4.9346 0.88 -0.03 -0.38 0.25
H 6.6738 -6.0621 5.1136 -0.01 0.39 -0.34 0.27
H 4.6494 -7.0044 5.7154 -0.12 -0.01 -0.16 0.23
H 3.9118 -5.5507 4.9729 0.10 -0.34 -0.30 0.32
H 3.5193 -6.2246 7.4668 0.04 0.22 0.53 0.30
H 3.6244 -4.5223 7.0228 0.31 0.42 0.23 0.29
H 7.3358 -5.4892 7.0987 0.21 0.68 0.77 0.30
H 6.4836 -3.8439 6.9665 0.38 0.02 0.51 0.28